#A
Density functional theory data (the ωB97M-V functional and the def2-TZVPD basis) for the ion C4H6NO4 with charge -1.

```
15
C4H6NO4 the ωB97M-V functional and the def2-TZVPD basis
O 1.10755 2.33398 2.09640
C 1.35406 1.54650 1.20781
C 0.43971 1.34470 0.04722
O 0.88380 0.96113 -1.25308
C -0.01493 0.10317 -0.64469
C 0.51648 -1.23788 -0.24311
O -0.59629 -2.00819 -0.11209
N -1.56460 -1.29473 0.59881
O -2.68977 -0.96086 -0.25961
H 2.34765 1.23887 0.92672
H -0.28940 2.19106 0.01535
H -1.12721 0.04404 -0.94950
H 1.23614 -1.56250 -1.06935
H 1.05922 -1.19365 0.66632
H -2.66241 -1.50565 -1.02721
```

Properties
E_HOMO in eV: -1.4
Total charge: -1
Orbital gap in eV: 5.12
SMILES: O=C[C@H]1O[C@H]1CO[N-]O
Lowest unoccupied orbital energy in eV: 3.7606
2S+1: 1

---

#B
Density functional theory data (the ωB97M-V functional and the def2-TZVPD basis) for the ion C4H6NO4 with charge -1.

```
15
C4H6NO4 the ωB97M-V functional and the def2-TZVPD basis
O 1.71511 0.18269 1.45528
C 1.22247 -0.64741 0.66133
C -0.20602 -1.13017 0.85176
O -1.09951 -0.13780 1.37370
C -1.34644 -0.58517 0.08931
C -1.19453 0.44308 -1.02571
O -0.26684 1.43473 -0.79967
N 1.12339 0.89123 -0.98412
O 1.94785 1.77691 -0.28863
H 1.72722 -1.28760 -0.03092
H -0.10227 -2.16241 1.32090
H -2.27200 -1.26119 -0.22466
H -0.91951 0.06116 -2.08683
H -2.32605 0.95405 -1.03799
H 1.99716 1.46791 0.72624
```

Properties
E_HOMO in eV: -2.4
Total charge: -1
Orbital gap in eV: 6.44
SMILES: O=C[C@H]1O[C@H]1CO[N-]O
Lowest unoccupied orbital energy in eV: 3.9940
2S+1: 1

---

Computed stability ranking, most favorable first: #B, #A

---

#A
Density functional theory data (the ωB97M-V functional and the def2-TZVPD basis) for a cluster of 3 separate species, C2H10O2S in total.

```
15
C2H10O2S the ωB97M-V functional and the def2-TZVPD basis
C 0.15778 -2.53222 -0.14797
C 0.16175 -1.01391 -0.14007
S -1.46770 -0.20106 -0.21379
H -0.49059 -2.87128 0.65808
H -0.06175 -2.92550 -1.13591
H 1.16215 -2.90690 0.07975
H 0.70024 -0.67306 -1.02125
H 0.61287 -0.53580 0.72785
H -1.96127 -0.74117 -1.35343
O 0.41480 2.49381 -0.85018
H 1.26616 2.20112 -1.21159
H -0.21124 1.81843 -1.17460
O 0.18260 2.86442 2.08435
H -0.44814 2.31996 2.56092
H -0.01767 2.70317 1.13784
```

Properties
E_HOMO in eV: -9.6
Total charge: 0
Orbital gap in eV: 10.14
SMILES: CCS.O.O
Lowest unoccupied orbital energy in eV: 0.5343
2S+1: 1

---

#B
Density functional theory data (the ωB97M-V functional and the def2-TZVPD basis) for a cluster of 3 separate species, C2H10O2S in total.

```
15
C2H10O2S the ωB97M-V functional and the def2-TZVPD basis
C -0.14747 -2.98198 -0.29325
C -0.26805 -1.43393 -0.36755
S 0.80761 -0.61110 -1.58090
H -0.12613 -3.32562 -1.37046
H 0.82260 -3.40148 0.01042
H -1.00407 -3.53567 0.21076
H -0.01940 -0.93782 0.53414
H -1.30516 -1.12408 -0.48778
H 1.86788 -1.07306 -0.96383
O -0.61196 2.06867 -0.56102
H -0.51117 2.62068 -1.39647
H 0.23444 1.58182 -0.43244
O -0.12739 3.99509 2.49100
H 0.39626 3.33685 2.01957
H -0.00797 4.82163 2.18780
```

Properties
E_HOMO in eV: -9.4
Total charge: 0
Orbital gap in eV: 9.96
SMILES: CCS.O.O
Lowest unoccupied orbital energy in eV: 0.5757
2S+1: 1

---

Computed stability ranking, most favorable first: #A, #B